No. 1
The following is a DFT calculation (ωB97M-V/def2-TZVPD) of a molecular structure, C23H34FNNbO9 at a distorted geometry.

The geometry in XYZ format:
```
69
Properties=species:S:1:pos:R:3:forces:R:3:mulliken_charge:R:1
C -3.770 -0.568 6.088 0.211 -0.254 -0.509 -0.810
C -4.441 -2.057 6.228 0.812 -0.427 0.999 -0.225
O -4.434 -2.860 4.988 1.542 0.596 1.576 -0.360
C -3.034 -3.169 4.657 1.091 -0.522 -1.419 -0.148
C -2.938 -4.431 3.564 -1.050 -0.247 0.227 -0.376
O -1.563 -4.952 3.417 -1.711 0.697 -0.679 -0.347
C -1.102 -4.864 2.018 0.260 -0.760 -1.539 -0.574
Nb -0.325 -2.751 1.478 -2.569 0.022 -0.044 -0.062
F -2.330 -2.266 0.942 2.430 -0.605 0.743 -0.706
C 1.757 -3.366 2.166 2.024 -0.416 0.276 -0.588
C 2.962 -2.327 1.775 0.590 0.627 -2.601 -0.064
N 3.286 -1.891 0.511 -1.736 -2.449 4.828 -0.622
C 0.300 -0.637 0.909 -0.959 1.897 0.345 -0.718
O 0.514 -0.500 -0.569 -2.105 0.998 -0.910 -0.117
C -0.746 -0.053 -1.223 -0.710 0.414 0.389 -0.191
O -0.628 0.055 -2.704 -1.372 -1.154 1.062 -0.195
C -1.693 -0.703 -3.382 0.421 -0.679 -1.251 -0.380
C -1.479 -0.634 -5.039 -0.571 -0.401 0.135 -0.393
O -0.082 -0.241 -5.396 -1.486 -2.761 -1.165 -0.526
H -4.400 0.028 5.302 1.181 -0.883 1.664 0.233
H -3.724 -0.040 7.138 -0.361 -0.987 -2.102 0.308
H -2.651 -0.597 5.679 -2.516 -0.168 0.925 0.235
H -5.540 -2.013 6.649 2.123 0.045 -1.158 0.268
H -3.798 -2.672 7.022 -1.341 1.314 -1.451 0.259
H -2.391 -3.519 5.587 -1.407 0.861 -1.633 0.229
H -2.572 -2.215 4.160 -0.575 -1.991 1.022 0.062
H -3.614 -5.324 3.976 1.368 1.879 -0.725 0.195
H -3.368 -4.132 2.511 0.880 -0.318 2.145 0.245
H -0.205 -5.599 1.831 -1.745 0.964 0.760 0.262
H -1.940 -5.172 1.232 1.437 0.350 1.713 0.323
H -0.047 -3.298 -0.233 0.488 -0.163 -0.557 0.023
H -0.630 -2.141 3.168 0.292 0.525 0.364 0.126
H 1.796 -3.589 3.331 -0.108 0.521 -2.357 0.314
H 2.018 -4.400 1.640 -0.545 2.055 0.935 0.314
H 3.627 -1.922 2.680 -1.508 -0.741 -2.085 0.251
H 2.607 -2.358 -0.141 0.509 0.548 0.594 0.279
H 1.192 -0.187 1.518 -1.470 -0.668 -1.558 0.171
H -0.637 0.066 1.137 1.747 -1.294 -0.047 0.516
H -1.050 1.030 -0.840 0.869 -2.025 -0.600 0.185
H -1.664 -0.747 -1.009 1.914 0.901 -0.035 0.214
H -2.780 -0.294 -3.199 2.107 -0.732 0.023 0.273
H -1.613 -1.849 -3.114 -0.261 2.329 -0.167 0.317
H -2.261 0.091 -5.558 1.798 -1.203 1.186 0.194
H -1.731 -1.716 -5.469 0.638 2.274 0.958 0.332
H 0.224 -0.936 -6.075 -0.658 1.674 1.660 0.290
C 0.597 2.578 -5.706 0.191 0.095 0.175 -0.485
C 0.964 3.073 -4.520 -0.062 -0.179 -0.223 -0.455
C 1.147 4.524 -4.320 0.168 -0.014 0.731 0.382
O 1.485 4.979 -3.235 -0.170 -0.111 -0.645 -0.533
C 0.908 5.406 -5.480 -0.134 0.123 -0.496 -0.395
C 0.541 4.910 -6.666 0.101 0.450 0.239 -0.431
C 0.358 3.459 -6.866 -0.167 -0.381 -0.446 0.248
O 0.021 3.004 -7.950 0.177 0.329 0.507 -0.581
H 0.459 1.516 -5.870 -0.028 0.163 0.085 0.808
H 1.143 2.440 -3.659 -0.055 -0.053 -0.014 0.660
H 1.046 6.468 -5.316 0.009 -0.018 0.030 0.423
H 0.363 5.543 -7.526 -0.002 -0.019 0.005 0.392
C 4.264 3.352 1.970 0.285 0.479 0.043 -0.396
C 4.630 4.522 1.440 0.009 -0.308 0.390 -0.444
C 4.216 4.908 0.076 0.088 0.548 -0.424 0.272
O 4.552 5.979 -0.411 -0.095 -0.498 0.317 -0.585
C 3.381 3.952 -0.677 -0.099 -0.316 -0.032 -0.231
C 3.014 2.781 -0.146 -0.026 0.275 -0.345 -0.210
C 3.428 2.395 1.218 -0.421 -1.092 0.302 0.173
O 3.092 1.325 1.705 0.350 0.972 -0.219 -0.450
H 4.560 3.053 2.969 -0.025 -0.033 -0.020 0.420
H 5.242 5.235 1.979 -0.013 0.009 -0.036 0.379
H 3.085 4.251 -1.675 -0.035 0.035 0.070 0.397
H 2.402 2.068 -0.686 -0.012 -0.098 0.072 0.625
```
Forces are in eV/Å.

Output
- Charge: -1
- Kohn-Sham gap: 4.51 eV
- Energy above the lowest of the compared OMol25 structures with the same formula, charge and spin: 603.6 kJ/mol
- HOMO energy: -4.293 eV

=====

No. 2
The following is a DFT calculation (ωB97M-V/def2-TZVPD) of a molecular structure, C23H34MgN3O6Te.

The geometry in XYZ format:
```
68
Properties=species:S:1:pos:R:3:forces:R:3:mulliken_charge:R:1
Mg 0.963 0.863 1.807 -0.026 0.410 -0.377 1.384
O 2.673 -0.458 1.994 -0.236 0.295 0.106 -0.715
C 2.709 -1.135 3.239 0.119 -0.090 0.075 -0.377
C 2.376 -0.158 4.354 0.113 -0.054 0.093 -0.947
N 1.142 0.562 4.082 -0.046 0.039 -0.232 0.611
C 1.068 1.899 4.668 0.015 0.038 0.074 -0.637
C 0.354 2.892 3.720 -0.019 -0.053 0.303 0.564
O -0.390 3.726 4.217 0.082 0.103 -0.059 -0.730
O 0.670 2.747 2.490 -0.060 -0.443 -0.253 -0.755
C -0.056 -0.236 4.350 -0.052 -0.091 0.140 -0.700
C -0.386 -1.194 3.188 -0.012 -0.053 0.239 0.199
O -0.598 -2.382 3.421 -0.053 0.002 -0.056 -0.772
O -0.400 -0.622 2.047 0.264 0.192 -0.223 -0.741
H 2.198 -1.066 1.339 0.238 -0.253 -0.230 0.254
H 3.712 -1.540 3.413 -0.046 -0.021 0.008 0.443
H 2.005 -1.972 3.233 0.004 -0.007 0.009 0.240
H 3.182 0.575 4.423 0.001 -0.018 -0.037 0.447
H 2.332 -0.702 5.311 0.016 0.020 -0.015 0.252
H 2.086 2.275 4.788 -0.035 0.047 0.044 0.325
H 0.582 1.896 5.650 0.001 0.019 -0.035 0.254
H -0.897 0.454 4.439 -0.037 -0.039 0.016 0.495
H 0.044 -0.798 5.288 -0.029 0.008 -0.036 0.311
Te -1.006 2.661 -0.563 0.245 0.061 0.052 0.404
C -2.636 3.849 -1.261 -0.066 -0.049 -0.037 -0.266
C -3.956 3.430 -1.107 -0.062 -0.045 0.006 -0.130
C -5.010 4.210 -1.561 -0.014 -0.012 -0.002 -0.538
C -4.761 5.437 -2.162 -0.030 0.019 0.000 -0.353
C -3.453 5.870 -2.312 0.012 0.031 -0.019 -0.523
C -2.401 5.076 -1.870 0.026 0.067 -0.004 -0.224
C -1.546 1.067 -1.834 0.010 -0.031 -0.016 -0.372
C -1.636 -0.221 -1.313 0.014 0.009 0.006 -0.310
C -2.027 -1.272 -2.131 -0.123 -0.024 0.007 -0.273
C -2.326 -1.054 -3.469 -0.003 -0.031 -0.011 -0.446
C -2.226 0.227 -3.992 0.013 0.012 -0.004 -0.514
C -1.833 1.282 -3.177 -0.036 -0.007 -0.031 -0.418
H -4.164 2.480 -0.629 0.020 -0.008 0.004 0.365
H -6.028 3.861 -1.436 -0.003 0.010 -0.001 0.354
H -5.583 6.052 -2.508 0.000 -0.004 -0.007 0.350
H -3.246 6.825 -2.780 -0.010 -0.002 0.004 0.345
H -1.382 5.420 -2.007 0.015 -0.023 0.007 0.324
H -1.399 -0.400 -0.271 -0.039 0.014 0.036 0.408
H -2.114 -2.269 -1.714 -0.021 0.022 0.004 0.461
H -2.634 -1.879 -4.099 -0.007 0.003 -0.006 0.375
H -2.450 0.410 -5.036 0.000 -0.007 0.003 0.366
H -1.757 2.279 -3.592 -0.005 0.016 0.012 0.455
C 1.017 -2.861 -2.468 -0.044 -0.035 -0.011 -1.260
C 1.866 -3.674 -1.491 0.004 -0.031 -0.042 1.942
C 1.049 -4.820 -0.902 -0.028 -0.012 -0.059 -2.000
C 3.100 -4.220 -2.202 -0.031 -0.021 -0.005 -1.870
N 2.385 -2.856 -0.381 0.037 0.062 -0.064 -0.564
N 1.423 -2.143 0.376 -0.104 -0.083 0.185 -0.097
H 0.723 -3.473 -3.325 -0.012 -0.014 -0.004 0.514
H 1.566 -1.994 -2.842 0.028 -0.010 -0.004 0.256
H 0.100 -2.497 -2.004 0.133 -0.038 -0.041 -0.016
H 0.730 -5.503 -1.692 0.006 0.003 -0.009 0.455
H 0.150 -4.452 -0.406 0.001 0.017 0.020 0.326
H 1.643 -5.375 -0.176 0.019 -0.011 0.010 0.431
H 2.810 -4.888 -3.014 -0.009 -0.006 -0.022 0.407
H 3.733 -4.769 -1.504 -0.002 -0.008 0.023 0.430
H 3.688 -3.406 -2.633 0.014 0.022 -0.001 0.396
H 3.007 -2.153 -0.768 0.045 -0.013 0.049 0.347
H 0.927 -2.770 1.000 -0.051 0.019 -0.013 0.302
H 0.740 -1.618 -0.171 0.084 0.060 0.017 -0.167
C 1.923 0.901 -1.220 0.128 -0.014 -0.123 -0.899
O 1.107 0.909 -0.118 -0.341 0.042 0.439 0.235
H 2.062 1.906 -1.656 -0.012 -0.025 0.026 0.243
H 1.517 0.270 -2.035 -0.003 0.041 0.041 0.094
H 2.939 0.518 -1.004 -0.001 -0.016 0.029 0.251
```
Forces are in eV/Å.

Output
- Charge: -1
- Kohn-Sham gap: 7.35 eV
- Energy above the lowest of the compared OMol25 structures with the same formula, charge and spin: 61.3 kJ/mol
- HOMO energy: -4.772 eV

=====

No. 3
The following is a DFT calculation (ωB97M-V/def2-TZVPD) of a single C23H34N4O2 molecule.

The geometry in XYZ format:
```
63
Properties=species:S:1:pos:R:3:forces:R:3:mulliken_charge:R:1
C 2.478 2.300 2.202 0.033 -0.147 0.029 -1.615
C 2.496 0.976 1.512 0.031 -0.051 0.036 0.872
C 3.112 -0.122 1.950 -0.093 0.121 0.264 0.761
C 3.062 -1.408 1.189 0.105 0.151 -0.370 0.534
O 3.138 -2.492 1.748 -0.012 -0.167 0.171 -0.735
N 2.963 -1.309 -0.156 -0.141 -0.115 -0.285 -0.079
C 2.783 -2.496 -0.963 0.018 -0.224 -0.044 -0.731
H 2.290 -3.256 -0.347 0.056 0.044 -0.136 0.341
H 3.759 -2.896 -1.266 -0.127 -0.076 0.017 0.450
C 1.971 -2.180 -2.219 0.448 0.009 0.262 -1.137
N 0.672 -1.631 -1.933 -0.115 0.130 -0.111 0.452
C 0.466 -0.304 -1.784 -0.083 0.525 -0.054 0.195
N 1.281 0.666 -1.605 0.502 -0.430 -0.186 -0.904
C 0.471 1.873 -1.683 -0.036 0.107 -0.094 -1.136
H 0.934 2.572 -2.384 -0.136 0.087 0.095 0.302
H 0.437 2.349 -0.698 -0.080 0.123 0.009 0.407
C -0.960 1.434 -2.127 -0.100 0.323 0.247 -0.463
N -0.871 0.002 -1.921 0.177 -0.175 0.163 0.958
C -1.493 -1.074 -2.652 -0.106 -0.046 -0.349 -1.156
H -2.529 -1.228 -2.351 0.003 -0.057 -0.028 0.365
C -0.594 -2.267 -2.255 -0.394 -0.446 0.088 -0.035
H -0.463 -2.971 -3.085 -0.001 0.135 0.058 0.684
C -1.156 -3.031 -1.033 0.070 0.206 -0.184 -1.612
C -1.476 -2.088 0.092 0.025 -0.251 0.096 -0.317
C -2.772 -1.627 0.301 0.073 -0.025 0.118 -0.144
C -3.043 -0.690 1.275 0.031 0.178 0.146 -0.763
C -2.017 -0.185 2.073 -0.091 -0.055 -0.120 0.869
C -0.726 -0.665 1.896 -0.016 0.264 0.260 -0.173
C -0.471 -1.609 0.917 -0.179 -0.121 -0.009 -0.581
H 0.536 -1.978 0.810 0.165 -0.083 -0.027 0.471
H 0.094 -0.320 2.506 0.061 0.053 0.092 0.611
O -2.383 0.756 2.992 -0.198 -0.179 -0.242 -0.512
C -1.395 1.262 3.855 0.153 0.075 0.143 -0.611
H -0.603 1.778 3.303 -0.002 -0.026 0.010 0.086
H -0.951 0.470 4.466 0.001 0.025 -0.028 0.329
H -1.905 1.974 4.503 0.086 -0.038 -0.022 0.275
H -4.047 -0.328 1.437 -0.132 0.041 0.027 0.452
H -3.585 -2.015 -0.298 -0.074 -0.033 -0.075 0.409
H -0.407 -3.757 -0.714 -0.020 -0.090 -0.031 0.453
H -2.052 -3.571 -1.345 -0.011 -0.075 0.013 0.532
H -1.465 -0.892 -3.739 -0.014 -0.032 0.085 0.477
C -2.067 2.100 -1.300 -0.098 0.066 -0.356 1.342
C -3.443 1.544 -1.661 0.259 0.024 0.173 -1.462
H -4.217 2.108 -1.145 -0.141 0.019 0.030 0.463
H -3.619 1.620 -2.733 -0.067 0.022 -0.166 0.330
H -3.525 0.505 -1.360 -0.078 -0.145 0.001 0.152
C -2.047 3.611 -1.522 0.070 -0.272 0.129 -1.752
H -2.248 3.840 -2.567 -0.035 0.077 -0.147 0.392
H -1.084 4.039 -1.258 0.111 0.128 0.024 0.385
H -2.812 4.088 -0.915 -0.058 0.098 0.028 0.442
H -1.875 1.882 -0.244 0.093 -0.033 -0.023 -0.213
H -1.125 1.658 -3.195 -0.014 -0.018 0.041 0.225
H 2.532 -1.448 -2.815 -0.063 -0.101 -0.068 0.435
H 1.845 -3.094 -2.806 0.034 0.097 0.010 0.451
H 2.774 -0.423 -0.608 0.034 0.172 0.140 0.259
C 3.846 -0.216 3.257 -0.012 -0.040 -0.020 -1.881
H 4.812 0.283 3.188 0.089 0.041 0.069 0.310
H 3.282 0.239 4.069 0.014 0.038 0.076 0.381
H 4.011 -1.265 3.489 0.019 0.040 0.079 0.400
H 1.959 0.955 0.574 -0.032 -0.140 -0.163 -0.314
H 1.475 2.726 2.180 -0.048 0.080 0.024 0.291
H 2.814 2.233 3.233 0.024 0.065 0.085 0.434
H 3.135 2.991 1.673 0.024 0.126 0.000 0.348
```
Forces are in eV/Å.

Output
- Charge: 0
- Kohn-Sham gap: 8.88 eV
- Structure (SMILES): C/C=C(\C)C(=O)NCCN1C2=NC[C@H](C(C)C)N2C[C@@H]1Cc1ccc(OC)cc1
- Energy above the lowest of the compared OMol25 structures with the same formula, charge and spin: 134.8 kJ/mol
- HOMO energy: -8.192 eV